--- 1 ---
Density functional theory data (ωB97M-V with the def2-TZVPD basis set) for 3 unconnected molecules or ions with the total composition C3H12N2O2.

Geometry as XYZ:
```
19
Properties=species:S:1:pos:R:3:mulliken_charge:R:1
C 0.718 -2.131 2.958 -1.0210
C 0.619 -1.825 1.441 -0.3623
N 0.642 0.712 -0.796 -0.4357
C 0.872 0.326 0.496 -0.1052
N 0.230 -0.461 1.233 -0.3637
H 1.337 -1.443 3.526 0.2832
H -0.310 -2.091 3.330 0.2703
H 1.038 -3.174 3.097 0.3336
H 1.610 -1.944 0.945 0.3111
H -0.040 -2.521 0.902 0.2182
H -0.215 0.320 -1.159 0.2769
H 1.419 0.946 -1.381 0.2468
H 1.959 0.520 0.743 0.3691
H -2.032 1.464 -5.466 0.3182
H -1.051 2.491 -6.187 0.3163
O -1.470 1.653 -6.203 -0.6346
H -1.803 2.722 1.557 0.3140
H -1.408 1.977 0.267 0.3208
O -2.115 2.461 0.696 -0.6561
```

* orbital gap: 8.5 eV
* SMILES: CC/N=C/N.O.O



--- 2 ---
Density functional theory data (ωB97M-V with the def2-TZVPD basis set) for 3 unconnected molecules or ions with the total composition C3H12N2O2.

Geometry as XYZ:
```
19
Properties=species:S:1:pos:R:3:mulliken_charge:R:1
C -0.512 -0.157 2.031 -1.0007
C -1.273 -0.394 0.717 -0.6076
N -0.603 -0.059 -0.526 -0.1061
C -1.034 0.930 -1.310 0.1184
N -0.388 1.428 -2.282 -0.6985
H 0.544 -0.325 1.903 0.2903
H -1.043 -0.795 2.735 0.3246
H -0.605 0.883 2.359 0.3286
H -1.456 -1.474 0.669 0.3004
H -2.244 0.093 0.759 0.4072
H 0.380 -0.281 -0.614 0.2226
H -2.028 1.292 -1.012 0.2729
H -0.695 2.347 -2.566 0.2210
H 2.483 1.480 -0.577 0.3065
H 1.663 1.213 -1.830 0.3465
O 2.212 0.753 -1.156 -0.7117
H 0.840 -2.404 -0.096 0.3100
H 2.259 -2.048 0.194 0.3257
O 1.499 -2.484 0.601 -0.6502
```

* orbital gap: 9.8 eV
* SMILES: [H]/N=C/NCC.O.O



Relative calculated energies, zero for the most stable structure, unit hartree: 1 0.0714; 2 0.0000.



--- 1 ---
Density functional theory data (ωB97M-V with the def2-TZVPD basis set) for 2 unconnected molecules or ions with the total composition C3H12N2O2.

Geometry as XYZ:
```
19
Properties=species:S:1:pos:R:3:mulliken_charge:R:1
N 0.058 1.672 1.741 -0.7532
C 0.144 0.687 0.685 0.4083
C 0.142 1.411 -0.738 -0.7570
O 0.979 0.779 -1.700 -0.5755
C -0.971 -0.314 0.905 -0.6955
N -0.610 -1.684 0.398 -0.5743
H -0.785 2.219 1.744 0.2239
H 0.839 2.364 1.641 0.2831
H 1.079 0.097 0.688 0.2089
H 0.582 2.300 -0.604 0.5198
H -0.879 1.501 -1.049 0.1908
H 0.880 -0.251 -1.716 0.3714
H -1.956 -0.032 0.437 0.2529
H -1.235 -0.411 1.988 0.3730
H -0.634 -2.420 1.086 0.1683
H -1.277 -1.954 -0.354 0.3493
H 0.486 -2.049 -1.361 0.3928
H 1.987 -2.156 -1.804 0.3032
O 1.172 -1.760 -1.988 -0.6904
```

* orbital gap: 9.4 eV
* SMILES: NC[C@H](N)CO.O



--- 2 ---
Density functional theory data (ωB97M-V with the def2-TZVPD basis set) for a molecular structure, C3H12N2O2.

Geometry as XYZ:
```
19
Properties=species:S:1:pos:R:3:mulliken_charge:R:1
C 0.230 0.608 -1.862 0.5909
N -0.896 1.239 -2.479 -0.6268
N 1.397 1.351 -2.152 -0.5401
O 0.471 -0.692 -2.341 -0.5143
H 0.356 -1.334 -1.630 0.3048
H -0.165 0.952 -0.605 0.2470
H 2.226 0.966 -1.720 0.2514
H 1.288 2.332 -1.937 0.2488
H -0.808 1.252 -3.490 0.2431
H -1.744 0.777 -2.175 0.2563
C -0.882 -0.908 2.156 -0.6777
C 0.355 -1.057 3.000 -0.8614
O -0.290 -0.023 0.034 -0.6130
H -0.629 -0.063 1.212 0.2928
H -1.274 -1.808 1.695 0.2232
H -1.699 -0.372 2.643 0.3192
H 0.144 -1.643 3.900 0.3141
H 0.751 -0.096 3.339 0.2749
H 1.169 -1.481 2.412 0.2668
```

* orbital gap (spin up / spin down): 8.0 / 8.0 eV



Relative calculated energies, zero for the most stable structure, unit hartree: 1 0.0000; 2 0.1391.



--- 1 ---
Density functional theory data (ωB97M-V with the def2-TZVPD basis set) for a gas-phase ion, C2H6N5 (charge +1).

Geometry as XYZ:
```
13
Properties=species:S:1:pos:R:3:mulliken_charge:R:1
C -0.245 1.093 0.114 -0.0132
C -2.225 -0.267 0.001 -0.6808
N 1.068 1.129 0.027 -0.6550
N -0.722 -0.171 -0.018 0.3344
N 1.436 -0.130 -0.026 1.2241
N 0.433 -0.970 -0.194 -0.5974
N 2.720 -0.463 -0.003 -0.5079
H -0.828 1.960 0.143 0.4376
H -2.797 -0.531 -0.959 0.2883
H -2.509 -1.022 0.704 0.3528
H -2.578 0.622 0.498 0.2957
H 3.292 0.139 -0.489 0.2495
H 2.956 -1.391 0.200 0.2720
```

* orbital gap: 10.5 eV
* SMILES: Cn1cn[n+](N)n1
* charge: +1



--- 2 ---
Density functional theory data (ωB97M-V with the def2-TZVPD basis set) for a gas-phase ion, C2H6N5 (charge +1).

Geometry as XYZ:
```
13
Properties=species:S:1:pos:R:3:mulliken_charge:R:1
C -1.192 -1.102 -1.344 -0.3702
C 0.028 -0.422 -1.529 0.0172
N -1.691 -0.827 -0.145 -0.7873
N -0.854 -0.088 0.472 0.9775
N 1.346 0.693 0.140 -0.9130
N -0.909 0.121 1.795 -0.5777
N 0.355 0.038 -0.318 0.5367
H -1.779 -1.601 -2.077 0.4221
H 0.754 -0.500 -2.271 0.4011
H 1.972 0.095 0.715 0.2975
H 1.990 1.267 -0.448 0.3007
H -1.879 -0.329 1.968 0.3689
H -0.667 1.119 2.151 0.3265
```

* orbital gap: 9.6 eV
* SMILES: Nn1ncc[n+]1N
* charge: +1



Relative calculated energies, zero for the most stable structure, unit hartree: 1 0.0000; 2 0.0212.